Density functional theory data (ωB97M-V with the def2-TZVPD basis set) for one molecule with the formula C3H8S2 at a distorted geometry.

ORCA input file:
```
! RIJCOSX wB97M-V def2-TZVPD def2/J DEFGRID3
* xyz 0 1
C -1.367 1.803 -0.653
C -0.203 1.044 -1.295
S 1.186 0.312 -0.507
S 0.366 -1.410 0.240
C 1.276 -2.394 1.709
H -1.070 2.450 0.396
H -1.727 2.574 -1.300
H -2.330 1.217 -0.619
H 0.336 1.637 -1.938
H -0.751 0.330 -1.844
H 1.794 -3.157 1.076
H 0.561 -2.738 2.532
H 1.929 -1.669 2.204
*
```

Calculated values
Molar mass = 108.23 u
Strongest force on any atom = 3.706 eV/Å
Energy above the lowest of the compared OMol25 structures with the same formula, charge and spin = 49.5 kcal per mole
Gap between HOMO and LUMO = 8.501 eV
E = -24909.2498 eV
Structure (SMILES) = CCSSC